# C23H27F7N2O25

A 9-piece molecular cluster, C23H27F7N2O25 overall at a distorted geometry (ωB97M-V/def2-TZVPD, the OMol25 dataset).

Values from the calculation:
* Kohn-Sham gap: 0.3826 Ha
* energy relative to the best compared isomer or geometry (same formula, charge and spin): 433.3 kJ/mol
* SMILES: O=C1OC[C@@H](F)O1.O=C1OC[C@@H](F)O1.O=C1OC[C@@H](F)O1.O=C1OC[C@@H](F)O1.O=C1OC[C@@H](F)O1.O=C1OC[C@@H](F)O1.O=C1OC[C@@H](F)O1.C[N+](=O)[O-].C[N+](=O)[O-]

Each line ends with the Mulliken charge.
Positions of all 84 atoms, in Å:
O (-4.892, -14.659, -22.237)  -0.631
C (-4.385, -14.057, -21.296)  0.574
O (-3.682, -14.628, -20.380)  -0.321
C (-2.997, -13.516, -19.727)  -0.053
C (-3.954, -12.346, -20.008)  0.717
F (-3.200, -11.276, -20.070)  -0.273
O (-4.437, -12.778, -21.246)  -0.355
H (-2.674, -13.526, -18.686)  -0.106
H (-2.095, -13.451, -20.335)  0.230
H (-4.696, -12.377, -19.210)  0.105
O (-1.257, -16.591, -11.875)  -0.500
C (-2.058, -16.554, -10.984)  0.570
O (-2.239, -17.588, -10.229)  -0.347
C (-3.446, -17.353, -9.569)  -0.637
C (-3.684, -15.844, -9.634)  0.490
F (-3.130, -15.184, -8.597)  -0.308
O (-2.941, -15.556, -10.723)  -0.220
H (-4.295, -17.885, -9.999)  0.303
H (-3.427, -17.769, -8.561)  0.364
H (-4.757, -15.663, -9.705)  0.262
O (0.010, -13.415, -11.581)  -0.463
C (1.165, -13.145, -11.703)  0.627
O (2.066, -13.881, -12.327)  -0.313
C (3.404, -13.473, -12.063)  -0.511
C (3.199, -12.007, -11.939)  0.253
F (3.261, -11.561, -13.181)  -0.239
O (1.795, -11.948, -11.467)  -0.304
H (3.740, -13.994, -11.167)  0.332
H (4.130, -13.585, -12.869)  0.289
H (3.861, -11.410, -11.313)  0.312
O (0.692, -9.582, -14.097)  -0.584
C (0.240, -9.402, -15.214)  0.642
O (0.942, -9.803, -16.293)  -0.302
C (-0.039, -9.722, -17.364)  0.317
C (-0.899, -8.586, -16.847)  0.117
F (-2.106, -8.771, -17.305)  -0.200
O (-0.924, -8.863, -15.461)  -0.185
H (0.394, -9.497, -18.339)  0.290
H (-0.658, -10.618, -17.319)  -0.244
H (-0.584, -7.571, -17.089)  0.198
O (-9.213, -14.606, -12.928)  -0.579
C (-8.079, -14.755, -13.399)  0.537
O (-7.648, -14.631, -14.689)  -0.333
C (-6.288, -15.152, -14.781)  -0.373
C (-5.810, -14.891, -13.371)  0.668
F (-5.361, -13.743, -13.271)  -0.304
O (-6.986, -14.931, -12.583)  -0.423
H (-6.375, -16.236, -14.855)  0.437
H (-5.690, -14.723, -15.586)  0.111
H (-5.016, -15.589, -13.105)  0.227
O (-5.588, -13.226, -17.229)  -0.687
C (-5.396, -12.222, -16.498)  0.572
O (-6.299, -11.727, -15.521)  -0.339
C (-5.784, -10.624, -14.881)  -0.300
C (-4.614, -10.329, -15.754)  0.202
F (-3.516, -9.945, -15.135)  -0.243
O (-4.323, -11.549, -16.420)  -0.012
H (-6.502, -9.808, -14.953)  0.381
H (-5.625, -10.763, -13.811)  0.281
H (-4.818, -9.610, -16.547)  0.260
O (-0.913, -12.800, -16.934)  -0.499
C (-1.375, -13.271, -15.922)  0.296
O (-1.249, -12.786, -14.717)  -0.025
C (-2.279, -13.402, -13.952)  1.074
C (-2.119, -14.749, -14.507)  0.341
F (-3.113, -15.527, -14.168)  -0.221
O (-2.064, -14.378, -15.821)  -0.212
H (-2.014, -13.332, -12.897)  -0.215
H (-3.256, -12.968, -14.167)  -0.667
H (-1.183, -15.273, -14.313)  0.156
C (-1.609, -9.651, -11.944)  -0.273
N (-2.122, -10.503, -10.831)  0.787
O (-2.348, -9.988, -9.722)  -0.566
O (-2.544, -11.613, -11.155)  -0.440
H (-0.820, -10.214, -12.444)  0.031
H (-1.178, -8.778, -11.454)  0.295
H (-2.490, -9.530, -12.575)  0.148
C (1.918, -12.827, -20.986)  -0.767
N (1.187, -13.587, -19.863)  0.905
O (0.462, -14.457, -20.198)  -0.520
O (1.236, -13.085, -18.746)  -0.487
H (2.981, -12.867, -20.747)  0.303
H (1.704, -11.774, -20.808)  0.275
H (1.655, -13.164, -21.989)  0.304

---

# C29H42BN9RhS5

C29H42BN9RhS5 as an isolated structure at a distorted geometry (ωB97M-V/def2-TZVPD, the OMol25 dataset).

Values from the calculation:
* Kohn-Sham gap (spin up / spin down): 0.2500 / 0.2653 Ha
* charge: +1
* 2S+1: 5
* energy relative to the best compared isomer or geometry (same formula, charge and spin): 0.0 kJ/mol

Each line ends with the Löwdin spin population.
Positions of all 87 atoms, in Å:
Rh (0.219, 0.360, -0.830)  2.230
C (1.442, -6.100, -0.705)  0.001
S (0.486, -5.060, 0.412)  0.004
C (-0.204, -3.840, -0.753)  0.015
S (0.532, -1.477, 1.306)  0.067
N (-0.183, -4.044, -2.117)  0.017
N (0.400, -1.365, -2.106)  0.286
C (0.058, -1.068, -3.396)  0.354
C (-0.027, 0.280, -3.811)  0.064
C (-0.288, 0.633, -5.154)  0.086
C (-0.276, 1.954, -5.517)  0.018
C (-0.009, 2.935, -4.552)  0.114
C (0.207, 2.525, -3.254)  0.015
N (0.192, 1.247, -2.876)  0.195
H (1.402, -7.111, -0.309)  0.000
H (2.475, -5.764, -0.759)  0.000
H (0.983, -6.068, -1.690)  0.000
H (-0.109, -1.864, -4.113)  0.020
H (-0.479, -0.146, -5.878)  0.003
H (-0.465, 2.237, -6.544)  -0.002
H (0.023, 3.984, -4.805)  0.007
H (0.401, 3.247, -2.467)  -0.001
C (-2.245, 5.247, 1.702)  0.000
C (-2.358, 3.883, 1.028)  0.001
C (-3.813, 3.427, 1.078)  0.004
C (-1.834, 4.012, -0.400)  0.000
N (-1.504, 2.895, 1.784)  0.012
C (-0.870, 3.189, 2.980)  0.006
C (-0.265, 2.066, 3.399)  0.008
N (-0.513, 1.069, 2.471)  0.009
B (0.273, -0.195, 2.599)  0.006
N (-1.016, -2.311, 1.047)  0.004
C (-2.172, -2.093, 1.740)  0.002
C (-3.150, -2.787, 1.116)  0.001
N (-2.587, -3.430, 0.038)  0.002
C (-1.275, -3.132, 0.022)  0.005
S (0.969, -2.864, -1.777)  0.044
C (-3.372, -4.249, -0.967)  0.000
C (-3.399, -3.469, -2.278)  0.000
C (-4.792, -4.417, -0.439)  0.000
C (-2.741, -5.628, -1.134)  0.001
N (2.080, -0.019, 2.137)  0.013
C (2.987, -0.466, 3.072)  0.005
C (4.131, 0.217, 2.898)  0.005
N (3.942, 1.097, 1.843)  0.014
C (2.676, 0.930, 1.396)  0.025
S (1.869, 1.773, 0.109)  0.173
C (5.088, 1.956, 1.386)  0.001
C (4.733, 2.865, 0.219)  0.006
C (5.512, 2.820, 2.574)  0.000
C (6.218, 1.020, 0.956)  0.000
C (-1.308, 1.596, 1.485)  0.025
S (-2.001, 0.716, 0.181)  0.118
H (-2.786, 5.963, 1.086)  0.000
H (-1.211, 5.587, 1.768)  0.000
H (-2.697, 5.258, 2.694)  0.000
H (-4.437, 4.201, 0.632)  0.000
H (-4.133, 3.284, 2.111)  0.000
H (-3.967, 2.502, 0.529)  0.003
H (-2.493, 4.683, -0.951)  0.000
H (-1.810, 3.057, -0.917)  0.000
H (-0.830, 4.443, -0.396)  0.000
H (-0.886, 4.162, 3.425)  0.000
H (0.343, 1.880, 4.265)  0.000
H (0.591, -0.432, 3.718)  0.002
H (-2.223, -1.451, 2.600)  0.000
H (-4.192, -2.858, 1.354)  0.000
H (-3.851, -2.487, -2.131)  0.000
H (-3.997, -4.018, -3.005)  0.000
H (-2.394, -3.350, -2.675)  0.000
H (-5.325, -3.468, -0.376)  0.000
H (-4.811, -4.911, 0.533)  0.000
H (-5.334, -5.047, -1.142)  0.000
H (-1.798, -5.589, -1.671)  0.000
H (-3.428, -6.241, -1.717)  0.000
H (-2.585, -6.109, -0.169)  0.000
H (2.745, -1.248, 3.769)  0.001
H (5.063, 0.148, 3.424)  0.000
H (3.945, 3.572, 0.470)  0.003
H (4.432, 2.306, -0.663)  0.002
H (5.633, 3.430, -0.024)  0.001
H (4.686, 3.451, 2.903)  0.000
H (6.336, 3.464, 2.271)  0.000
H (5.851, 2.223, 3.420)  0.000
H (5.890, 0.375, 0.140)  0.000
H (6.569, 0.393, 1.774)  0.000
H (7.061, 1.614, 0.606)  0.000

---

# C3H8NOS

C3H8NOS as an isolated structure at a distorted geometry (ωB97M-V/def2-TZVPD, the OMol25 dataset).

Values from the calculation:
* Kohn-Sham gap: 0.2637 Ha
* charge: -1
* energy relative to the best compared isomer or geometry (same formula, charge and spin): 153.4 kJ/mol

Each line ends with the natural charge from an NBO analysis.
Positions of all 14 atoms, in Å:
C (-1.273, 0.005, 0.310)  -0.253
C (-0.471, -0.517, -0.918)  -0.560
S (1.047, 0.385, -1.161)  -0.327
N (-1.376, 1.504, 0.257)  -0.872
H (-0.598, -0.200, 1.210)  0.243
H (-2.293, -0.457, 0.353)  0.163
H (-1.070, -0.499, -1.830)  0.182
H (-0.207, -1.553, -0.739)  0.212
H (-2.041, 1.787, -0.462)  0.322
H (-0.479, 1.840, 0.005)  0.372
O (1.279, -1.284, 1.331)  -0.785
C (2.081, -0.521, 0.651)  0.104
H (2.930, -0.961, 0.025)  0.095
H (2.472, 0.471, 0.970)  0.103

---

Which of these has the lowest energy relative to the best compared isomer or geometry (same formula, charge and spin)? C29H42BN9RhS5

---

What is the energy relative to the best compared isomer or geometry (same formula, charge and spin) in the first record? 433.3 kJ/mol

---

Among the records above, which one has the lowest energy relative to the best compared isomer or geometry (same formula, charge and spin)? C29H42BN9RhS5